{"formula": "C33H46BrMgN4O2Si4Te", "method": "ωB97M-V/def2-TZVPD", "elements": ["Te", "Br", "Si", "Si", "Si", "Si", "Mg", "O", "O", "N", "N", "N", "N", "C", "C", "C", "C", "C", "C", "C", "C", "C", "C", "C", "C", "C", "C", "C", "C", "C", "C", "C", "C", "C", "C", "C", "C", "C", "C", "C", "C", "C", "C", "C", "C", "C", "H", "H", "H", "H", "H", "H", "H", "H", "H", "H", "H", "H", "H", "H", "H", "H", "H", "H", "H", "H", "H", "H", "H", "H", "H", "H", "H", "H", "H", "H", "H", "H", "H", "H", "H", "H", "H", "H", "H", "H", "H", "H", "H", "H", "H", "H"], "xyz": [[1.010, -3.353, 0.437], [0.730, -2.167, -3.082], [-3.434, 0.298, -2.148], [-2.462, -0.113, -0.053], [-3.598, -2.075, 0.512], [-3.514, 1.585, 1.196], [0.378, 0.018, 0.185], [0.614, 3.843, -1.169], [0.412, 1.981, 0.071], [7.931, 0.890, 7.155], [2.485, -0.337, 0.151], [0.528, 0.439, -2.161], [0.499, -0.312, 2.279], [4.648, -0.467, -0.556], [0.515, 2.633, -1.011], [5.415, -0.719, 5.340], [4.639, 1.361, 3.666], [-0.521, -0.427, 3.103], [1.231, -0.129, 4.446], [-2.785, -0.894, -3.483], [4.401, -0.911, 4.418], [4.008, 0.124, 3.577], [3.335, -0.202, 1.243], [-3.403, -3.312, -0.910], [0.560, -0.281, -3.264], [7.090, 0.728, 6.388], [1.629, -0.140, 3.074], [-5.453, -2.008, 0.891], [0.467, 2.396, -3.528], [0.512, 0.238, -4.546], [5.649, 1.568, 4.590], [4.683, -0.278, 0.808], [1.124, -3.525, 2.556], [-5.379, 1.797, 0.934], [-2.866, -2.928, 2.040], [-3.061, 2.068, -2.730], [0.455, 1.616, -4.670], [3.282, -0.490, -0.903], [2.919, -0.074, 2.576], [-2.752, 3.267, 0.816], [6.038, 0.524, 5.427], [0.499, 1.776, -2.291], [-3.352, 1.379, 3.074], [-0.124, -0.326, 4.467], [-5.312, 0.121, -2.345], [-0.283, -5.038, 0.236], [1.889, -0.001, 5.291], [-1.784, -3.046, 1.948], [-5.575, 0.336, -3.387], [1.858, -2.800, 2.903], [-1.173, -4.896, 0.846], [-5.757, 2.560, 1.623], [2.872, -0.613, -1.892], [-6.017, -1.529, 0.090], [5.556, -0.216, 1.438], [-2.990, 3.598, -0.197], [-3.143, 4.017, 1.513], [-3.063, -2.365, 2.957], [4.329, 2.161, 3.006], [-2.320, 1.477, 3.412], [0.445, 3.476, -3.545], [0.518, -0.423, -5.400], [5.482, -0.577, -1.230], [1.446, -4.532, 2.814], [0.410, 2.069, -5.652], [-3.742, 0.421, 3.432], [-0.778, -0.380, 5.322], [-4.034, -3.030, -1.757], [-5.877, 0.800, -1.707], [-5.640, -1.442, 1.808], [-2.138, 2.473, -2.313], [0.160, -3.296, 3.003], [-5.640, -0.897, -2.126], [3.908, -1.872, 4.342], [0.252, -5.937, 0.535], [-2.371, -3.331, -1.268], [-5.849, -3.018, 1.036], [-5.928, 0.871, 1.117], [-1.856, -1.386, -3.202], [6.136, 2.530, 4.666], [-2.625, -0.362, -4.427], [-3.871, 2.738, -2.427], [-5.610, 2.125, -0.081], [-2.990, 2.108, -3.821], [-1.665, 3.242, 0.912], [-3.522, -1.680, -3.668], [-0.581, -5.120, -0.807], [5.727, -1.523, 5.992], [-3.317, -3.920, 2.159], [-3.934, 2.174, 3.551], [-3.687, -4.323, -0.600], [-1.519, -0.562, 2.715]], "atomic_forces_ev_per_a": [[0.0485, -0.0015, 0.0062], [0.0232, -0.0243, 0.0131], [0.0428, 0.0099, -0.0346], [0.0334, -0.0391, 0.0310], [0.0290, -0.0355, 0.0262], [0.0648, 0.0501, 0.0025], [-0.3420, 0.0352, -0.0895], [-0.0103, 0.0228, -0.0048], [0.1352, 0.1024, -0.0106], [0.0030, -0.0010, 0.0041], [0.1984, -0.0444, -0.0347], [0.0667, 0.0360, 0.1049], [0.0845, -0.0189, -0.0426], [0.0257, 0.0197, 0.0205], [-0.0787, -0.0650, -0.0308], [-0.0324, -0.0108, -0.0280], [0.0251, 0.0107, 0.0271], [-0.0100, 0.0037, 0.0774], [0.1057, -0.0228, 0.0408], [-0.0233, 0.0049, -0.0188], [0.0286, -0.0077, 0.0294], [-0.0508, 0.0123, -0.0371], [-0.1128, -0.0022, 0.0592], [-0.0260, 0.0060, 0.0039], [-0.0137, 0.0305, -0.0569], [-0.0097, 0.0016, -0.0150], [-0.1908, 0.0487, -0.0027], [0.0048, 0.0648, 0.0054], [0.0001, -0.0252, -0.0010], [-0.0001, -0.0338, 0.0531], [-0.0339, -0.0190, -0.0350], [0.0541, -0.0138, -0.0384], [0.0615, -0.0368, -0.0240], [-0.0188, -0.0328, -0.0175], [-0.0062, -0.0125, -0.0140], [-0.0322, 0.0090, 0.0136], [0.0039, 0.0271, -0.0013], [-0.0635, 0.0141, 0.0347], [0.1498, -0.0180, -0.0241], [-0.0237, -0.0106, 0.0490], [0.0498, 0.0198, 0.0465], [0.0509, 0.0244, 0.0103], [-0.0701, 0.0152, 0.0066], [-0.0741, -0.0059, -0.0782], [-0.0160, 0.0039, -0.0047], [-0.0495, -0.0019, 0.0063], [-0.0220, 0.0020, -0.0076], [-0.0248, 0.0342, 0.0007], [-0.0072, 0.0019, 0.0056], [-0.0187, -0.0174, -0.0093], [0.0277, -0.0212, -0.0136], [0.0020, -0.0021, 0.0034], [0.0053, -0.0057, -0.0240], [-0.0202, 0.0052, -0.0229], [-0.0051, 0.0020, -0.0031], [0.0250, -0.0088, -0.0147], [-0.0068, 0.0033, -0.0143], [-0.0057, 0.0113, -0.0143], [-0.0024, -0.0012, 0.0030], [0.0055, 0.0179, -0.0043], [-0.0037, 0.0000, -0.0173], [0.0016, 0.0125, -0.0085], [-0.0030, -0.0027, -0.0023], [-0.0051, 0.0067, 0.0310], [-0.0003, -0.0001, 0.0000], [0.0177, -0.0071, -0.0089], [0.0116, 0.0046, 0.0104], [0.0095, -0.0075, 0.0174], [-0.0008, -0.0157, 0.0042], [0.0049, 0.0055, 0.0110], [-0.0064, -0.0220, -0.0175], [-0.0159, -0.0042, 0.0179], [0.0018, -0.0317, 0.0035], [0.0038, 0.0044, 0.0003], [-0.0315, -0.0183, 0.0031], [0.0152, -0.0231, 0.0056], [0.0092, -0.0050, -0.0075], [-0.0080, 0.0032, -0.0050], [-0.0615, 0.0165, -0.0094], [0.0100, -0.0032, 0.0122], [0.0104, -0.0135, -0.0025], [0.0066, -0.0069, 0.0227], [0.0219, 0.0295, 0.0023], [-0.0088, 0.0150, 0.0050], [0.0083, -0.0018, -0.0204], [0.0121, 0.0104, 0.0091], [0.0242, 0.0088, -0.0045], [0.0028, 0.0019, 0.0039], [0.0228, -0.0124, 0.0265], [0.0009, -0.0188, 0.0205], [0.0092, -0.0047, -0.0122], [-0.0136, -0.0309, -0.0031]], "total_charge": -1, "e_homo_ev": -4.390}

{"formula": "C2H13NO3", "method": "ωB97M-V/def2-TZVPD", "elements": ["O", "O", "O", "N", "C", "C", "H", "H", "H", "H", "H", "H", "H", "H", "H", "H", "H", "H", "H"], "xyz": [[2.347, 2.116, -0.022], [0.944, 0.678, 2.455], [1.531, -3.077, 2.562], [-1.301, 0.276, -0.814], [-2.256, -0.833, -0.951], [-0.954, 0.855, -2.122], [-2.618, -1.097, 0.043], [2.942, 1.337, -0.053], [-0.298, 1.695, -1.947], [2.309, -2.544, 2.387], [-1.768, -1.753, -1.322], [1.196, 1.036, 1.592], [0.927, -2.464, 2.976], [3.027, 2.724, 0.306], [-3.132, -0.596, -1.557], [-1.879, 1.170, -2.615], [-0.572, 0.060, -2.783], [-0.010, 0.578, 2.386], [-0.434, -0.163, -0.521]], "atomic_forces_ev_per_a": [[1.4262, -0.7296, 0.3308], [0.0277, -0.1367, -0.2336], [0.1028, -0.2786, -0.1364], [-0.0256, -0.2017, -0.4877], [0.4433, -0.5109, 0.6247], [-1.0906, -0.8610, 0.1228], [-0.1204, 0.0587, 0.0394], [-0.8489, 0.0263, -0.3209], [0.3248, 0.0770, -0.3851], [0.1544, 0.0841, -0.0369], [-0.2905, 0.2689, -0.3154], [0.0482, 0.1827, 0.1117], [-0.2594, 0.2596, 0.1632], [-0.6137, 0.5684, 0.0245], [0.2404, 0.2164, -0.0972], [0.1335, 0.3607, 0.1738], [0.5167, 0.4322, -0.0728], [-0.0837, 0.0400, 0.0357], [-0.0853, 0.1435, 0.4594]], "de_lowest_kcal_mol": 32.4, "smiles": "CNC.O.O.O", "e_homo_ev": -9.036}

{"formula": "H4OS", "method": "ωB97M-V/def2-TZVPD", "elements": ["S", "O", "H", "H", "H", "H"], "xyz": [[1.595, -0.968, 1.023], [-1.346, 0.901, -0.135], [-1.039, 0.395, -0.921], [-1.410, 1.831, -0.448], [1.231, -0.143, 0.024], [0.969, -2.016, 0.457]], "atomic_forces_ev_per_a": [[-0.0827, -0.0731, -0.2549], [0.3000, 0.4435, -1.1453], [-0.4051, 0.5826, 0.7938], [0.0608, -0.9986, 0.2905], [0.0338, -0.0950, 0.2215], [0.0932, 0.1407, 0.0943]], "de_lowest_kcal_mol": 3.4, "smiles": "O.S", "e_homo_ev": -9.602}

{"formula": "CH3N3S", "method": "ωB97M-V/def2-TZVPD", "elements": ["S", "N", "N", "N", "C", "H", "H", "H"], "xyz": [[1.493, 1.462, -0.363], [0.590, -0.914, -1.196], [0.378, 0.305, -1.241], [-0.196, 2.544, 1.587], [0.436, 1.892, 0.734], [-1.088, 2.555, 1.993], [1.645, -1.263, -1.399], [-0.014, -1.630, -0.567]], "atomic_forces_ev_per_a": [[0.9957, 1.1210, 1.4250], [2.4347, -5.0284, 1.4067], [-2.6730, 1.2451, -1.7890], [3.0309, -2.0321, -2.3424], [-1.1424, 2.6659, 2.2410], [-1.3233, -0.2679, 0.0852], [-2.9729, 0.3920, 0.5787], [1.6504, 1.9044, -1.6053]], "de_lowest_kcal_mol": 77.4, "e_homo_ev": [-7.520, -7.235]}

Listing M for the structures above in their given order: 874.910 99.130 52.098 89.123 g/mol.
Listing largest force on an atom for the structures above in their given order: 0.007 0.032 0.025 0.112 Eh/bohr.
Listing electronic energy for the structures above in their given order: -159322.0480 -9916.8073 -12947.3319 -16385.9245 eV.